This record from the OMol25 dataset describes an isolated molecule of C6H7NO3 at a distorted geometry. The level of theory is ωB97M-V/def2-TZVPD.

Output
**Strongest force on any atom**: 5.76 eV/Å
**SMILES**: C=C(C#[N+][O-])O/C(C)=C/O
**ΔE to the lowest compared entry with this formula, charge and spin**: 148.3 kcal/mol
**HOMO-LUMO gap**: 9.1 eV
**LUMO level**: 0.10 eV

CARTESIAN COORDINATES (ANGSTROEM)
O1 -2.680 0.350 -1.980
O2 2.244 -1.681 3.132
O3 -0.606 0.777 0.877
N1 1.876 -0.855 2.371
C1 0.793 0.833 0.836
C2 -0.020 -1.243 -0.401
C3 1.410 1.573 -0.043
C4 1.366 -0.165 1.565
C5 -1.896 0.571 -0.858
C6 -0.980 -0.046 -0.206
H1 -2.353 -0.445 -2.335
H2 -2.475 1.378 -0.371
H3 -0.657 -1.879 -0.964
H4 0.785 -0.922 -1.007
H5 2.325 1.358 -0.557
H6 0.691 2.151 -0.630
H7 0.177 -1.753 0.570

Atom charges from the Löwdin analysis, given in e for atoms 1 to 8:
1 O 0.03
2 O 0.05
3 O -0.03
4 N -0.08
5 C -0.39
6 C 0.01
7 C 0.12
8 C 0.04


This record from the OMol25 dataset describes a cluster of 2 separate species, C6H7NOS in total at a distorted geometry. The level of theory is ωB97M-V/def2-TZVPD.

Output
**Strongest force on any atom**: 4.66 eV/Å
**ΔE to the lowest compared entry with this formula, charge and spin**: 75.1 kcal/mol
**HOMO-LUMO gap**: 8.0 eV
**LUMO level**: 0.01 eV

CARTESIAN COORDINATES (ANGSTROEM)
S1 1.879 -1.334 0.076
O1 0.146 1.885 0.598
N1 0.712 -0.248 0.566
C1 -1.254 -0.940 0.393
C2 0.995 1.057 0.380
C3 -2.047 -0.809 -0.909
C4 -2.307 0.060 0.238
C5 2.435 1.162 0.093
C6 2.978 -0.032 -0.124
H1 3.968 -0.232 -0.341
H2 -0.863 -1.747 1.060
H3 2.913 2.117 -0.066
H4 -3.137 -0.180 0.789
H5 -1.570 -0.320 -1.703
H6 -2.768 -1.558 -1.152
H7 -2.081 1.120 0.103

Atom charges from the Löwdin analysis, given in e for atoms 1 to 8:
1 S 0.93
2 O 0.02
3 N -0.29
4 C 0.02
5 C -0.63
6 C -0.10
7 C -0.15
8 C -0.08


This record from the OMol25 dataset describes a cluster of 2 separate species, C6H7NOS in total at a distorted geometry. The level of theory is ωB97M-V/def2-TZVPD.

Output
**Strongest force on any atom**: 4.26 eV/Å
**SMILES**: Oc1ccsc1.C=C=N
**ΔE to the lowest compared entry with this formula, charge and spin**: 44.9 kcal/mol
**HOMO-LUMO gap**: 9.1 eV
**LUMO level**: 0.51 eV

CARTESIAN COORDINATES (ANGSTROEM)
S1 1.541 1.665 0.364
O1 1.265 -2.246 0.084
N1 -3.994 -0.386 0.690
C1 2.944 -0.423 -0.257
C2 3.021 0.931 -0.156
C3 1.660 -0.902 0.097
C4 -2.738 1.182 -0.672
C5 -3.239 0.198 -0.032
C6 0.808 0.092 0.550
H1 -0.250 -0.136 0.844
H2 -1.811 1.726 -0.367
H3 -3.997 -1.412 0.787
H4 0.481 -2.520 0.620
H5 3.801 1.491 -0.436
H6 3.704 -0.984 -0.597
H7 -3.197 1.725 -1.519

Atom charges from the Löwdin analysis, given in e for atoms 1 to 8:
1 S 0.96
2 O 0.00
3 N 0.15
4 C -0.11
5 C -0.39
6 C -0.40
7 C -0.03
8 C -0.33


This record from the OMol25 dataset describes an isolated molecule of C6H7NS at a distorted geometry. The level of theory is ωB97M-V/def2-TZVPD.

Output
**Strongest force on any atom**: 3.38 eV/Å
**SMILES**: C[C@@H]1SC=C[C@H]1C#N
**ΔE to the lowest compared entry with this formula, charge and spin**: 36.9 kcal/mol
**HOMO-LUMO gap**: 9.2 eV
**LUMO level**: 0.72 eV

CARTESIAN COORDINATES (ANGSTROEM)
S1 1.929 0.296 0.354
N1 -1.865 -1.377 -2.103
C1 -1.249 -0.799 -1.318
C2 0.136 1.260 -1.241
C3 -0.599 0.226 -0.431
C4 -0.152 -0.734 1.876
C5 1.439 1.337 -1.022
C6 0.409 -0.546 0.480
H1 -1.442 0.496 0.208
H2 2.195 1.952 -1.419
H3 0.686 -1.511 -0.059
H4 -1.164 -0.945 1.824
H5 -0.147 0.152 2.492
H6 -0.368 1.652 -2.137
H7 0.193 -1.457 2.497

Atom charges from the Löwdin analysis, given in e for atoms 1 to 8:
1 S 0.92
2 N 0.15
3 C -0.19
4 C -0.15
5 C -0.30
6 C -0.09
7 C -0.34
8 C -0.63


This record from the OMol25 dataset describes an isolated molecule of C6H7NS at a distorted geometry. The level of theory is ωB97M-V/def2-TZVPD.

Output
**Strongest force on any atom**: 3.81 eV/Å
**SMILES**: C#C[C@@H]1C(=S)CN1C
**ΔE to the lowest compared entry with this formula, charge and spin**: 94.5 kcal/mol
**HOMO-LUMO gap**: 8.6 eV
**LUMO level**: -0.19 eV

CARTESIAN COORDINATES (ANGSTROEM)
S1 -0.469 -0.873 -2.213
N1 -0.404 1.265 0.748
C1 -0.646 -0.161 0.500
C2 0.327 1.382 -0.605
C3 -0.234 0.053 -0.951
C4 0.379 1.603 1.932
C5 0.230 -1.193 1.163
C6 1.100 -1.791 1.712
H1 0.496 2.657 1.960
H2 -1.713 -0.506 0.587
H3 1.982 -2.309 2.231
H4 0.107 2.190 -1.298
H5 1.361 1.034 1.958
H6 1.462 1.316 -0.534
H7 -0.295 1.365 2.765

Atom charges from the Löwdin analysis, given in e for atoms 1 to 8:
1 S 0.77
2 N -0.13
3 C -0.35
4 C -0.13
5 C -0.79
6 C -0.09
7 C -0.10
8 C 0.10


This record from the OMol25 dataset describes a structure of composition C6H8 at a distorted geometry. The level of theory is ωB97M-V/def2-TZVPD.

Output
**Strongest force on any atom**: 1.64 eV/Å
**ΔE to the lowest compared entry with this formula, charge and spin**: 70.5 kcal/mol
**HOMO-LUMO gap**: 9.0 eV
**LUMO level**: 1.16 eV

CARTESIAN COORDINATES (ANGSTROEM)
C1 -0.863 -0.640 0.631
C2 0.656 0.394 -1.134
C3 0.542 -1.114 0.856
C4 -0.954 0.894 0.564
C5 0.383 -0.954 -0.611
C6 0.039 1.371 -0.472
H1 0.650 -2.124 1.237
H2 1.342 0.536 -1.959
H3 0.522 -1.847 -1.224
H4 -0.741 1.341 1.552
H5 1.283 -0.414 1.236
H6 0.243 2.424 -0.634
H7 -1.970 1.224 0.316
H8 -1.015 -1.082 -0.509

Atom charges from the Löwdin analysis, given in e for atoms 1 to 8:
1 C -0.11
2 C -0.10
3 C -0.17
4 C -0.20
5 C -0.23
6 C -0.10
7 H 0.10
8 H 0.10


This record from the OMol25 dataset describes an isolated molecule of C6H8 at a distorted geometry. The level of theory is ωB97M-V/def2-TZVPD.

Output
**Strongest force on any atom**: 3.61 eV/Å
**SMILES**: C#C/C=C/CC
**ΔE to the lowest compared entry with this formula, charge and spin**: 69.9 kcal/mol
**HOMO-LUMO gap**: 9.1 eV
**LUMO level**: 0.70 eV

CARTESIAN COORDINATES (ANGSTROEM)
C1 0.189 -0.055 0.143
C2 -2.431 -0.513 -0.101
C3 1.361 0.567 0.022
C4 2.658 0.135 -0.129
C5 3.661 -0.508 -0.068
C6 -1.179 0.449 -0.080
H1 -2.603 -0.880 0.959
H2 -1.124 1.196 -0.977
H3 -1.359 1.211 0.649
H4 -3.275 0.056 -0.494
H5 4.695 -0.772 -0.181
H6 1.271 1.599 0.342
H7 -2.256 -1.427 -0.662
H8 0.392 -1.060 0.577

Atom charges from the Löwdin analysis, given in e for atoms 1 to 8:
1 C -0.12
2 C -0.09
3 C -0.19
4 C -0.16
5 C 0.12
6 C -0.26
7 H 0.09
8 H 0.14


This record from the OMol25 dataset describes an isolated molecule of C6H8 at a distorted geometry. The level of theory is ωB97M-V/def2-TZVPD.

Output
**Strongest force on any atom**: 1.61 eV/Å
**SMILES**: C1=C[C@H]2C[C@H]2C1
**ΔE to the lowest compared entry with this formula, charge and spin**: 40.0 kcal/mol
**HOMO-LUMO gap**: 10.1 eV
**LUMO level**: 1.20 eV

CARTESIAN COORDINATES (ANGSTROEM)
C1 0.547 0.874 0.149
C2 1.443 -0.124 0.805
C3 -0.625 -1.044 -0.608
C4 -1.605 0.115 -0.235
C5 0.755 -0.339 -0.672
C6 -0.912 1.087 0.372
H1 -1.216 1.965 0.946
H2 2.359 0.337 1.234
H3 1.132 1.724 -0.185
H4 -0.841 -1.712 -1.465
H5 -0.674 -1.687 0.277
H6 -2.688 0.035 -0.367
H7 1.180 -0.278 -1.686
H8 1.143 -0.953 1.434

Atom charges from the Löwdin analysis, given in e for atoms 1 to 8:
1 C -0.34
2 C -0.03
3 C -0.15
4 C -0.07
5 C -0.19
6 C -0.07
7 H 0.10
8 H 0.10


This record from the OMol25 dataset describes an isolated molecule of C6H8. The level of theory is ωB97M-V/def2-TZVPD.

Output
**Strongest force on any atom**: 0.50 eV/Å
**ΔE to the lowest compared entry with this formula, charge and spin**: 107.6 kcal/mol
**HOMO-LUMO gap**: 9.1 eV
**LUMO level**: 0.56 eV

CARTESIAN COORDINATES (ANGSTROEM)
C1 0.627 -0.490 0.920
C2 -1.418 -1.720 2.117
C3 -0.545 0.982 -1.249
C4 -0.475 -1.197 1.581
C5 0.979 0.619 -1.222
C6 0.678 -0.664 -0.574
H1 -2.249 -2.193 2.590
H2 -0.781 1.710 -0.470
H3 0.678 0.550 1.291
H4 1.586 -0.963 1.203
H5 1.382 0.538 -2.234
H6 1.532 1.378 -0.647
H7 -1.167 0.089 -1.075
H8 -0.828 1.362 -2.231

Atom charges from the Löwdin analysis, given in e for atoms 1 to 8:
1 C -0.29
2 C 0.11
3 C -0.09
4 C -0.16
5 C -0.29
6 C 0.00
7 H 0.02
8 H 0.09


This record from the OMol25 dataset describes an isolated molecule of C6H8 at a distorted geometry. The level of theory is ωB97M-V/def2-TZVPD.

Output
**Strongest force on any atom**: 2.62 eV/Å
**ΔE to the lowest compared entry with this formula, charge and spin**: 113.4 kcal/mol
**HOMO-LUMO gap**: 8.5 eV
**LUMO level**: 0.47 eV

CARTESIAN COORDINATES (ANGSTROEM)
C1 -2.349 -0.365 -0.066
C2 0.225 0.181 -0.268
C3 0.368 1.793 -0.241
C4 -0.524 1.366 0.806
C5 1.111 -0.799 0.568
C6 -1.264 0.369 0.139
H1 2.172 -0.287 0.731
H2 -0.103 2.250 -1.206
H3 -2.143 -1.407 -0.255
H4 1.297 2.171 0.203
H5 0.596 -1.155 1.522
H6 0.224 -0.242 -1.306
H7 1.277 -1.795 0.094
H8 -3.404 0.079 -0.102

Atom charges from the Löwdin analysis, given in e for atoms 1 to 8:
1 C 0.03
2 C -0.32
3 C -0.12
4 C 0.02
5 C -0.08
6 C -0.35
7 H 0.11
8 H 0.15


This record from the OMol25 dataset describes an isolated molecule of C6H8. The level of theory is ωB97M-V/def2-TZVPD.

Output
**Strongest force on any atom**: 0.76 eV/Å
**SMILES**: C#CCC1CC1
**ΔE to the lowest compared entry with this formula, charge and spin**: 46.6 kcal/mol
**HOMO-LUMO gap**: 11.0 eV
**LUMO level**: 1.16 eV

CARTESIAN COORDINATES (ANGSTROEM)
C1 0.902 0.889 1.340
C2 -1.304 -0.571 -1.374
C3 1.575 -0.040 0.377
C4 -1.049 0.339 -0.260
C5 -1.471 -1.406 -2.224
C6 0.094 -0.156 0.610
H1 0.761 1.894 0.947
H2 -1.943 0.361 0.382
H3 1.133 0.873 2.400
H4 2.005 0.317 -0.551
H5 -0.159 -1.136 1.010
H6 -1.681 -2.132 -2.974
H7 2.133 -0.836 0.864
H8 -0.908 1.371 -0.603

Atom charges from the Löwdin analysis, given in e for atoms 1 to 8:
1 C -0.13
2 C -0.15
3 C -0.12
4 C -0.20
5 C 0.11
6 C -0.31
7 H 0.10
8 H 0.12


This record from the OMol25 dataset describes an isolated molecule of C6H8 at a distorted geometry. The level of theory is ωB97M-V/def2-TZVPD.

Output
**Strongest force on any atom**: 6.05 eV/Å
**SMILES**: C=C1C/C1=C\C
**ΔE to the lowest compared entry with this formula, charge and spin**: 73.3 kcal/mol
**HOMO-LUMO gap**: 10.3 eV
**LUMO level**: 0.98 eV

CARTESIAN COORDINATES (ANGSTROEM)
C1 -0.703 -2.254 -1.338
C2 -0.756 -1.239 -0.577
C3 0.919 0.831 0.053
C4 -0.107 0.053 0.063
C5 1.341 2.057 0.816
C6 -1.324 -0.583 0.595
H1 1.317 2.865 0.110
H2 0.045 -2.280 -2.158
H3 2.365 1.887 1.132
H4 0.582 2.339 1.644
H5 1.652 0.685 -0.844
H6 -1.433 -1.287 1.450
H7 -2.361 -0.219 0.545
H8 -1.538 -2.855 -1.491

Atom charges from the Löwdin analysis, given in e for atoms 1 to 8:
1 C 0.02
2 C -0.23
3 C -0.15
4 C -0.14
5 C -0.10
6 C -0.11
7 H 0.06
8 H 0.08


This record from the OMol25 dataset describes an isolated molecule of C6H8. The level of theory is ωB97M-V/def2-TZVPD.

Output
**Strongest force on any atom**: 0.46 eV/Å
**SMILES**: C1=C[C@H]2C[C@H]2C1
**ΔE to the lowest compared entry with this formula, charge and spin**: 18.4 kcal/mol
**HOMO-LUMO gap**: 10.3 eV
**LUMO level**: 1.25 eV

CARTESIAN COORDINATES (ANGSTROEM)
C1 1.096 -0.776 -0.878
C2 -0.422 -0.136 1.330
C3 -0.262 1.278 0.821
C4 -0.228 1.289 -0.511
C5 -0.009 -0.988 0.139
C6 -0.235 -0.107 -1.066
H1 -0.224 2.148 1.472
H2 1.295 -1.667 -1.471
H3 1.963 -0.134 -0.746
H4 -0.382 -2.006 0.133
H5 0.012 -0.352 2.310
H6 -0.127 2.170 -1.139
H7 -1.504 -0.327 1.413
H8 -0.974 -0.392 -1.807

Atom charges from the Löwdin analysis, given in e for atoms 1 to 8:
1 C -0.07
2 C -0.16
3 C -0.09
4 C -0.08
5 C -0.24
6 C -0.25
7 H 0.10
8 H 0.10


This record from the OMol25 dataset describes a cluster of 2 separate species, C6H8 in total at a distorted geometry. The level of theory is ωB97M-V/def2-TZVPD.

Output
**Strongest force on any atom**: 5.65 eV/Å
**ΔE to the lowest compared entry with this formula, charge and spin**: 158.0 kcal/mol
**HOMO-LUMO gap**: 9.3 eV
**LUMO level**: 0.03 eV

CARTESIAN COORDINATES (ANGSTROEM)
C1 2.650 -0.053 -0.507
C2 -0.540 1.376 -0.570
C3 1.579 0.061 0.092
C4 0.094 0.277 0.088
C5 0.777 0.134 1.345
C6 -0.876 -1.586 -0.491
H1 -0.476 -2.246 0.281
H2 -0.109 2.402 -0.321
H3 -0.531 1.187 -1.755
H4 -2.040 -1.285 -0.600
H5 -0.379 -1.946 -1.400
H6 0.588 -0.720 2.050
H7 0.811 1.068 1.917
H8 -1.549 1.330 -0.129

Atom charges from the Löwdin analysis, given in e for atoms 1 to 8:
1 C 0.16
2 C -0.10
3 C -0.38
4 C -0.36
5 C -0.09
6 C 0.06
7 H 0.01
8 H 0.11


This record from the OMol25 dataset describes an isolated molecule of C6H8. The level of theory is ωB97M-V/def2-TZVPD.

Output
**Strongest force on any atom**: 0.23 eV/Å
**SMILES**: C1=C[C@H]2C[C@H]2C1
**ΔE to the lowest compared entry with this formula, charge and spin**: 11.7 kcal/mol
**HOMO-LUMO gap**: 10.0 eV
**LUMO level**: 1.26 eV

CARTESIAN COORDINATES (ANGSTROEM)
C1 -1.415 0.206 -0.329
C2 0.781 -0.241 -1.068
C3 -0.535 0.599 0.812
C4 -0.701 -0.201 -1.380
C5 0.881 0.394 0.323
C6 0.359 -0.429 1.464
H1 1.115 -1.288 -1.043
H2 0.197 -1.490 1.285
H3 -1.109 -0.515 -2.337
H4 1.401 0.267 -1.815
H5 1.637 1.155 0.494
H6 -0.805 1.465 1.410
H7 0.692 -0.194 2.472
H8 -2.498 0.270 -0.287

Atom charges from the Löwdin analysis, given in e for atoms 1 to 8:
1 C -0.07
2 C -0.15
3 C -0.24
4 C -0.09
5 C -0.24
6 C -0.08
7 H 0.11
8 H 0.11


This record from the OMol25 dataset describes a cluster of 2 separate species, C6H8ClFN2O3 in total at a distorted geometry. The level of theory is ωB97M-V/def2-TZVPD.

Output
**Strongest force on any atom**: 10.63 eV/Å
**⟨S²⟩**: 2.009
**HOMO-LUMO gap (alpha / beta)**: 6.2 / 6.6 eV
**LUMO level (alpha / beta)**: 0.38 / -3.86 eV
**Spin multiplicity**: 3

CARTESIAN COORDINATES (ANGSTROEM)
Cl1 -3.356 -0.166 -1.228
F1 4.306 0.487 -2.218
O1 0.711 0.612 -0.969
O2 2.535 -0.748 -0.645
O3 -1.487 -2.527 0.066
N1 -1.314 0.921 0.474
N2 0.466 -1.370 -0.014
C1 -0.743 0.791 -0.816
C2 1.005 -2.627 0.545
C3 -1.823 -0.198 -0.341
C4 -0.968 -1.490 -0.091
C5 1.354 -0.458 -0.531
C6 -2.030 2.095 0.946
H1 0.872 -3.262 -0.273
H2 -0.875 1.415 -1.633
H3 0.341 -2.767 1.492
H4 3.941 0.095 -1.445
H5 2.092 -2.535 0.773
H6 -1.262 2.897 1.136
H7 -2.562 1.847 1.755
H8 -2.888 2.496 0.235

Atom charges from the Löwdin analysis, given in e for atoms 1 to 8:
1 Cl 0.71
2 F -0.11
3 O 0.12
4 O 0.08
5 O 0.21
6 N -0.02
7 N 0.01
8 C -0.20


no.,E_tot (hartree)
1,-513.07674
2,-760.86037
3,-760.90847
4,-685.71115
5,-685.61924
6,-233.27472
7,-233.27569
8,-233.32323
9,-233.21557
10,-233.20636
11,-233.31271
12,-233.27026
13,-233.35766
14,-233.13528
15,-233.36838
16,-1128.47633